Here is a 2-piece molecular cluster, C10H16O overall from OMol25. Energies are from ωB97M-V with the def2-TZVPD basis set.

Values from the calculation:
Orbital gap = 9.1720 eV
Total energy = -12675.7845 eV
SMILES = CCc1ccc(O)cc1.CC
Charge = 0
Strongest force on any atom = 3.79 eV/A

Geometry as XYZ:
```
27
Properties=species:S:1:pos:R:3:forces:R:3:lowdin_charge:R:1
C -2.0913 2.1102 0.1331 1.6835 0.8692 1.2762 -0.176
C -2.6213 3.3839 0.7933 -1.0368 -0.0696 1.2822 -0.175
H -2.7969 1.2977 0.0609 -0.1368 -0.0945 -0.1429 0.060
H -1.5641 2.3092 -0.7882 -0.3010 -0.0428 -0.5150 0.049
H -1.2700 1.8582 0.8350 -0.3998 -0.8091 -0.6060 0.073
H -2.1003 3.5526 1.7697 -0.4481 0.0410 -0.8402 0.073
H -3.6860 3.2554 1.0441 0.2542 0.0935 0.0396 0.061
H -2.5899 4.3062 0.2339 0.3269 0.1227 -0.4371 0.051
C -0.5431 -0.5166 -1.2639 -0.2973 -0.8619 -1.4609 -0.223
C -0.4824 -1.4540 -2.5495 1.2440 1.5343 1.8176 -0.059
C 0.5820 -0.8320 -0.3657 -0.1425 0.1456 1.2020 -0.289
C 1.7060 -0.0096 -0.2995 -1.4458 -0.0298 -0.1637 -0.041
C 0.4487 -1.8636 0.5564 0.8329 -0.5064 -0.8283 -0.046
C 2.6839 -0.2132 0.6443 0.6581 0.3454 -0.0728 -0.017
C 1.4869 -2.1293 1.4522 -1.0953 -1.5096 -0.7705 -0.026
C 2.6528 -1.3562 1.4315 -1.1488 -1.0711 1.1641 -0.340
O 3.6249 -1.6730 2.3450 1.7081 -2.5412 0.2641 -0.018
H -0.4981 0.5440 -1.4740 -0.0631 0.1323 -0.5701 0.076
H -1.5212 -0.6937 -0.8039 0.2444 0.0443 0.1937 0.104
H 0.5738 -1.5022 -2.8691 -0.5476 0.1076 -0.2253 0.079
H 1.6761 0.8545 -0.9620 0.4528 0.0057 0.2640 0.119
H -0.3582 -2.5923 0.3705 0.1856 0.5317 0.7083 0.122
H 3.3959 0.5955 0.7499 0.5596 -0.5024 0.1532 0.117
H 1.2993 -3.0879 2.0195 0.9728 1.3500 -0.1585 0.129
H 3.8475 -2.7074 2.3948 -1.1902 3.5766 -0.4309 0.180
H -1.1185 -1.0036 -3.2846 -0.4079 -0.4452 -0.6727 0.057
H -0.7366 -2.4324 -2.1736 -0.4618 -0.4163 -0.4703 0.060
```
Positions in Å, forces in eV/Å.

Here is C28H31Cl3HfO2Si as an isolated structure from OMol25. Energies are from ωB97M-V with the def2-TZVPD basis set.

Values from the calculation:
Orbital gap = 3.5979 eV
Total energy = -80390.8842 eV
Charge = -2
Strongest force on any atom = 10.38 eV/A

Geometry as XYZ:
```
66
Properties=species:S:1:pos:R:3:forces:R:3:lowdin_charge:R:1
C 1.4209 -0.6357 -2.4704 -0.3852 2.3924 0.2366 -0.273
C 2.5348 -0.3217 -1.6602 0.1424 -0.9002 0.9482 -0.278
C 2.5893 1.0628 -1.4246 -1.2372 0.0106 -0.8491 -0.330
C 3.5562 -1.3312 -1.1606 -0.5053 0.8399 -0.3243 -0.088
C 1.5109 1.6476 -2.1405 0.1310 -1.0448 -0.1576 -0.306
C 0.7755 0.6130 -2.7846 1.7829 -0.4957 0.9937 -0.254
C -0.4085 0.8168 -3.6239 -0.6445 -0.1701 -0.6355 -0.121
C 0.9954 -1.9647 -2.9044 -0.0712 -0.9169 -0.3432 -0.115
C 3.5863 1.7693 -0.6148 0.6075 0.1492 0.3410 -0.106
C 1.1923 3.0999 -2.2286 0.0511 -0.2047 -0.0562 -0.108
Hf 0.0868 -0.5258 1.4416 -9.1309 1.4330 -4.7262 0.568
Cl 1.8915 -0.7926 2.4207 6.7159 -0.9908 3.9369 0.168
Cl -0.5110 -2.6037 0.3867 0.3636 0.2975 0.3352 -0.042
Cl -0.1417 1.7270 0.7212 0.2532 -0.3669 0.2678 0.064
H 3.2970 -2.3203 -1.5153 0.0130 -0.3420 0.0270 0.045
H 3.6053 -1.3395 -0.0726 0.2237 -0.1680 0.2542 0.023
H 4.5446 -1.0777 -1.5454 0.3474 -0.1060 0.0297 0.054
H 3.8657 1.1844 0.2770 0.0550 0.1757 -0.0307 0.053
H 3.2090 2.7415 -0.2820 0.0830 0.0020 0.0675 0.053
H 4.5119 1.9471 -1.1846 0.1892 0.1543 0.1712 0.058
H 1.3852 3.6024 -1.2790 -0.0400 0.2133 0.0851 0.036
H 0.1425 3.2346 -2.4967 -0.0123 0.1474 0.0588 0.054
H 1.8026 3.5811 -3.0004 -0.0020 0.3037 -0.0651 0.057
H -1.0370 1.6068 -3.1985 -0.1308 -0.1905 -0.1770 0.054
H -1.0323 -0.0915 -3.6462 0.0651 0.5086 0.0272 0.039
H -0.1302 1.1067 -4.6551 -0.0714 0.0270 0.0049 0.058
H 1.3143 -2.7372 -2.1863 -0.1437 0.0519 -0.2163 0.038
H 1.4213 -2.2328 -3.8909 -0.1872 -0.1391 0.1000 0.063
H -0.0945 -1.9996 -2.9690 -0.0365 -0.1230 -0.0766 0.060
O -2.4057 -0.2722 -1.9149 0.1748 -1.7752 1.4827 -0.597
H -2.1530 -1.1075 -1.4064 -0.5869 1.5402 -0.9870 -0.198
O -1.5421 -0.4575 2.7202 5.0146 0.0642 -3.1722 -0.471
Si -2.8756 -0.5176 3.4797 -2.2159 0.0361 0.6858 0.409
C -3.1346 1.2470 4.0495 -0.2467 -0.6093 0.2275 -0.212
C -3.2726 1.5558 5.3976 -0.1667 0.7304 0.4303 -0.096
C -3.3742 2.8975 5.8054 0.0622 -0.4642 -0.2316 -0.108
C -3.3439 3.9151 4.8537 -0.0426 0.1501 0.0282 -0.116
C -3.1974 3.6066 3.5001 0.0476 -0.6425 0.0844 -0.079
C -3.0752 2.2664 3.1023 -0.0449 0.8566 -0.2648 -0.094
C -4.2742 -1.1409 2.3817 0.0453 0.2156 0.8678 -0.206
C -4.7426 -2.4513 2.4898 -0.6550 -0.2684 -0.6698 -0.096
C -5.7305 -2.9206 1.6021 0.4178 0.3643 0.3140 -0.100
C -6.2480 -2.0756 0.6184 0.1500 0.1126 0.2207 -0.101
C -5.8142 -0.7508 0.5464 0.3593 0.0713 0.4143 -0.070
C -4.8432 -0.2769 1.4460 -0.5308 -0.2649 -0.5957 -0.065
C -2.4625 -1.7017 4.8536 -0.6657 0.1575 0.1875 -0.225
C -1.1371 -2.1081 4.9761 0.5551 -0.3858 0.2194 -0.075
C -0.7692 -3.0388 5.9496 -0.2626 0.1654 -0.0379 -0.086
C -1.7350 -3.5542 6.8153 -0.1007 0.0669 -0.0156 -0.110
C -3.0662 -3.1379 6.7083 0.1336 0.2935 -0.3865 -0.101
C -3.4293 -2.2108 5.7188 0.1114 -0.4732 0.6205 -0.110
H -3.2944 0.7534 6.1489 0.0154 0.3756 -0.3197 0.095
H -3.4682 3.1292 6.8616 -0.0102 0.0625 -0.0629 0.086
H -3.4300 4.9627 5.1670 0.0424 -0.4192 -0.1063 0.093
H -3.1676 4.3888 2.7512 0.0380 0.0134 0.0596 0.099
H -2.9118 2.0387 2.0366 -0.0242 0.1109 0.5948 0.089
H -4.3563 -3.1138 3.2669 -0.0125 0.1123 -0.2952 0.089
H -6.0809 -3.9438 1.6836 0.0065 0.0207 -0.0322 0.086
H -6.9943 -2.4473 -0.0879 0.2404 0.1130 0.1995 0.094
H -6.2119 -0.0840 -0.2109 0.0806 -0.0847 0.0405 0.100
H -4.5324 0.7707 1.4042 -0.0876 -0.4607 -0.1706 0.093
H -0.3640 -1.7152 4.2959 -0.5840 -0.2279 0.4670 0.070
H 0.2694 -3.3510 6.0212 -0.1496 -0.0241 0.0527 0.097
H -1.4475 -4.2825 7.5758 -0.1062 0.1741 -0.1765 0.091
H -3.8239 -3.5279 7.3767 0.0453 -0.0710 0.0506 0.087
H -4.4799 -1.8925 5.6245 0.5273 -0.1842 0.0496 0.112
```
Positions in Å, forces in eV/Å.

Here is a single C8H12O molecule from OMol25. Energies are from ωB97M-V with the def2-TZVPD basis set.

Values from the calculation:
Orbital gap (alpha / beta) = 7.6643 / 8.2596 eV
Total energy = -10531.4508 eV
Charge = 0
Strongest force on any atom = 5.58 eV/A

Geometry as XYZ:
```
21
Properties=species:S:1:pos:R:3:forces:R:3:lowdin_charge:R:1
C 3.8648 -0.4818 -0.0252 0.0779 -0.9154 -0.3289 0.149
C 2.6979 -0.1747 0.0799 1.7380 0.5214 0.2536 -0.138
C 0.0146 -1.0314 -1.2523 4.3308 -2.5436 2.4374 0.078
C 0.2879 -0.6164 0.1456 -0.7554 0.3269 2.7393 -0.295
C 1.5169 0.4069 0.3592 -2.8684 -1.3079 -1.2972 -0.264
C -1.2234 1.4531 0.1049 -1.9581 -1.5848 1.3826 -0.057
C -2.2670 -0.8216 0.3857 -1.2290 0.5726 2.0211 -0.112
C -1.0463 0.0009 0.7773 1.2332 0.9295 -1.9940 -0.360
O 1.3480 1.7424 0.2231 2.1593 1.0933 -1.6854 -0.012
H 4.6758 -1.0585 -0.3670 0.7327 0.0307 -0.0332 0.022
H 0.8055 -1.7183 -1.6357 -1.0006 0.4744 -0.0836 0.083
H -0.4451 -0.4222 -1.8842 -2.0308 2.3740 -2.7361 0.004
H 0.6386 -1.5439 0.7173 -0.5841 1.1959 -0.5873 0.152
H -0.4439 2.1855 0.3105 -0.9337 -0.2853 0.0353 0.052
H -2.2578 1.7531 0.4621 1.1988 0.1722 -0.6730 0.085
H -1.2749 1.1847 -0.9556 -0.0921 0.7099 0.0049 0.066
H -2.4301 -1.1294 -0.6489 0.2662 0.2914 0.1305 0.073
H -3.1416 -0.1956 0.7663 0.6929 -0.9422 -0.7846 0.093
H -2.2532 -1.6919 1.0527 -0.2070 -0.2743 -0.4629 0.076
H -1.0372 0.0145 1.8714 0.3914 0.2880 -0.1678 0.128
H 1.9706 2.1444 -0.4872 -1.1623 -1.1267 1.8296 0.178
```
Positions in Å, forces in eV/Å.

Here is C5H6CrO3 as an isolated structure from OMol25. Energies are from ωB97M-V with the def2-TZVPD basis set.

Values from the calculation:
Orbital gap (alpha / beta) = 3.4540 / 3.5165 eV
Total energy = -39822.3841 eV
Spin multiplicity = 5
Expectation value of S² = 6.05
Charge = +2
Strongest force on any atom = 5.25 eV/A

Geometry as XYZ:
```
15
Properties=species:S:1:pos:R:3:forces:R:3:lowdin_charge:R:1
C -4.7882 0.5532 -0.1099 1.4924 -0.8510 0.3209 0.477
C -3.5386 0.2306 -0.8523 -0.3990 0.2676 -1.0988 -0.131
C -2.6341 -0.7036 -0.0451 -0.5840 0.0471 0.3762 0.011
C -1.4631 -0.3934 0.4184 0.0434 0.2520 1.6730 -0.024
O -0.5147 -0.1473 1.0973 -2.7842 -0.3876 -2.0167 0.028
Cr 1.2965 -0.0489 1.5112 3.5263 0.1347 0.8041 1.237
H -5.6760 -0.0708 -0.2209 -0.1723 0.2080 -0.1659 0.148
H -4.7803 1.3213 0.6649 -0.1797 0.1578 -0.1507 0.144
H -2.9785 1.1441 -1.0941 -0.2060 0.0557 0.2336 0.159
H -3.7662 -0.2785 -1.7992 -0.1286 0.0600 0.2275 0.154
H -2.9847 -1.7055 0.2219 0.2484 0.0374 -0.2715 0.174
O 4.6958 0.2039 -0.5973 -2.4452 0.2305 0.7878 0.116
O 2.9019 -0.0724 0.6854 -2.1596 -0.6677 2.5572 -0.189
C 3.4991 0.2933 -0.3944 3.2549 0.6677 -4.0592 -0.457
H 2.8004 0.6639 -1.2151 0.4934 -0.2122 0.7825 0.151
```
Positions in Å, forces in eV/Å.